Entry 1:
ORCA calculation (ωB97M-V/def2-TZVPD) on a cluster of 6 separate species, H12O6 in total.

Results
- Energy above the lowest of the compared OMol25 structures with the same formula, charge and spin: 196.3 kJ/mol
- SMILES string: O.O.O.O.O.O
- Orbital gap: 12.09 eV

Atoms and positions in Å:
O: -8.0116 -1.3212 -2.8854
H: -7.0573 -1.4428 -2.8784
H: -8.3611 -2.2081 -3.0153
O: 1.1525 3.6514 9.3363
H: 1.8250 3.3152 8.7265
H: 0.8767 2.8726 9.8308
O: 0.8676 8.9958 -2.9508
H: 0.0402 9.0174 -2.4524
H: 1.5079 8.9985 -2.2276
O: 0.4342 -3.8630 -3.7046
H: 0.3060 -4.0763 -2.7713
H: -0.3532 -4.2846 -4.0748
O: -1.7902 -6.0596 0.7562
H: -1.9599 -5.5210 1.5268
H: -0.8685 -6.2350 0.5832
O: 7.2406 -1.0995 -0.7261
H: 6.8065 -1.7097 -0.1168
H: 7.7582 -1.7282 -1.2434

---

Entry 2:
ORCA calculation (ωB97M-V/def2-TZVPD) on a cluster of 6 separate species, H12O6 in total.

Results
- Energy above the lowest of the compared OMol25 structures with the same formula, charge and spin: 113.7 kJ/mol
- SMILES string: O.O.O.O.O.O
- Orbital gap: 10.60 eV

Atoms and positions in Å:
O: 0.5897 2.4902 0.7418
H: 0.2910 3.1416 0.1066
H: 1.4190 2.1681 0.3850
O: -3.5162 -0.0736 1.1686
H: -2.8347 0.1890 0.5484
H: -3.1056 -0.7554 1.7010
O: 1.4114 -0.5403 -1.4987
H: 2.1137 -0.3423 -2.1191
H: 0.6553 -0.7452 -2.0497
O: 2.9551 1.3636 0.1353
H: 2.4861 0.5946 -0.1918
H: 3.8576 1.0645 0.2493
O: -0.9423 0.2823 0.1058
H: -0.6577 1.0563 0.5946
H: -0.1524 -0.0223 -0.3421
O: -1.1793 -3.2666 0.3386
H: -1.5722 -2.6262 -0.2553
H: -1.8185 -3.9783 0.3816